DFT (ωB97M-V with the def2-TZVPD basis set) results for a molecular structure, C20H49AlBrCl2F2LiN5O5Si2 at a distorted geometry.

Calculated values
- maximum force (eV Å⁻¹) = 3.28
- gap between HOMO and LUMO (eV) = 1.461
- net charge = +1
- lowest unoccupied orbital energy (eV) = -7.640
- E (a.u.) = -5963.85001
- HOMO level (eV) = -9.1

XYZ file:
```
88
Properties=species:S:1:pos:R:3:forces:R:3:mulliken_charge:R:1
H -1.181232 -8.387483 3.014112 0.194 0.024 0.107 0.350
C 2.397738 2.883972 1.484255 -0.480 -0.434 -0.436 -1.392
H -1.039371 2.977142 -1.380236 0.593 -0.243 0.716 0.131
N 5.300660 -6.881743 4.759897 -0.088 -0.032 -0.013 0.951
C -2.892769 3.265039 -2.329163 1.802 -2.382 -0.543 -0.045
H -1.334396 -7.553303 1.466581 -0.011 0.024 -0.004 0.321
H 2.709349 -2.831433 -2.834178 -0.023 -0.031 0.028 0.181
C 1.925836 5.302190 3.002858 -0.340 0.070 0.018 -0.816
H 2.423856 2.016201 0.828135 -0.061 0.080 -0.129 0.205
O 6.454852 -6.801118 5.107410 0.017 -0.023 0.017 -0.562
C -1.131748 -7.412050 2.528212 -0.278 0.334 -0.455 -0.993
C -3.541672 3.689548 -3.624493 -0.061 0.796 1.215 -0.987
H -3.309027 2.316391 -2.029390 -0.559 0.068 0.943 0.526
H -6.626077 6.490599 1.380081 -0.070 -0.005 -0.036 0.396
H 1.445264 -6.048312 -0.713587 0.031 -0.010 0.013 0.329
Li 1.414953 1.337581 -5.669960 -0.133 -0.262 0.494 0.732
H 1.601402 -2.226434 1.173219 -0.023 0.076 0.042 0.300
N 1.762318 0.066198 -3.670912 -1.390 -0.118 -1.520 -0.091
N 1.009087 4.791391 1.988663 0.043 0.164 0.212 -0.104
C 2.119107 -2.365494 -3.620168 0.078 0.197 -0.107 -0.829
H -0.664268 4.059567 -4.144228 -0.354 0.144 -0.218 -0.007
C -1.394341 3.003956 -2.390123 -0.320 0.415 -0.563 -0.428
C -5.999699 6.814898 0.552000 -0.030 -0.015 0.206 -0.516
Al 1.593257 4.386246 -5.042430 -0.205 0.451 1.311 0.701
H -4.510496 3.224944 -3.627914 -0.576 0.014 -0.370 0.427
C -6.243941 8.267573 0.252527 -0.007 0.128 0.023 -0.390
C 1.855161 -7.716515 1.907115 0.103 0.285 -0.557 -0.925
H 2.419023 0.136068 -4.427765 0.953 -0.352 0.760 0.282
H 1.592541 -7.847177 0.857130 0.007 0.026 -0.007 0.337
C -0.725735 4.169721 -3.056097 0.724 -0.748 0.398 0.404
C 0.595479 -2.495304 0.845284 -0.040 -0.128 0.055 -0.684
H 3.754572 -6.029192 3.638413 0.020 0.032 0.024 -0.322
H -1.486967 -5.744384 -0.100633 -0.018 -0.006 0.031 0.334
H 2.248268 6.303923 2.722159 0.127 -0.002 0.052 0.256
H 2.803003 4.667037 3.099411 0.061 0.084 -0.147 0.344
O 0.286481 3.385728 0.407971 -0.052 -0.068 0.036 -0.665
H 0.206424 -6.297945 5.246842 0.018 0.004 0.041 0.302
H -7.250245 8.435178 -0.119968 0.001 -0.018 -0.085 0.315
H -2.098400 -4.423917 0.906393 -0.011 0.021 -0.002 0.337
H 1.747017 2.181957 -1.714576 -0.123 0.310 0.468 0.157
Cl -6.399800 5.774845 -0.844675 0.016 -0.101 -0.019 -0.157
H 1.365551 0.920847 -3.290673 1.017 0.192 0.777 -0.095
H 1.351405 -3.060875 -3.955247 -0.016 -0.045 0.081 0.271
F 4.681025 3.998908 2.293516 -0.075 0.028 -0.050 -0.605
H -3.035652 3.397291 -4.525014 0.517 -0.014 -0.285 0.266
C -3.648023 5.200608 -3.375825 -2.312 0.175 -2.318 0.236
C 4.794452 -5.813471 3.853751 -0.144 -0.005 -0.044 -0.243
H -2.732176 4.218102 -0.435067 -0.019 0.439 0.023 0.270
O 4.518378 -7.755636 5.082424 0.039 0.035 -0.025 -0.529
H 4.900523 -4.863920 4.368331 0.100 0.017 -0.010 0.308
Si 0.390658 -4.338090 0.786356 0.035 1.516 -0.451 0.223
O 0.688102 -1.144754 -2.129403 -0.148 -0.179 -0.107 -0.635
C 1.453024 -1.130962 -3.063967 0.075 0.088 -0.110 0.527
C 1.156772 3.689716 1.240953 -0.050 -0.077 -0.299 0.765
H -3.483614 6.379311 -1.519942 0.008 0.427 0.371 0.395
Cl -5.090063 8.884323 -0.957994 0.019 -0.035 -0.038 -0.155
H 2.776961 -2.140849 -4.458624 0.040 -0.040 0.010 0.336
H -0.124421 -2.048250 1.533559 0.059 0.040 0.048 0.314
H 2.845567 -7.267985 1.961119 0.033 -0.036 -0.004 0.279
N 0.658916 -4.989336 2.394554 -0.202 -0.737 -0.820 0.014
H 0.436805 -2.056661 -0.144282 0.038 -0.074 0.133 0.066
H -4.722705 5.387698 -3.443260 -0.265 0.691 -0.162 0.275
C -1.350004 -4.695251 0.162618 -0.230 -0.566 0.260 -0.986
H 1.555162 -4.413530 -1.371089 -0.161 0.173 0.098 -0.021
H -3.208866 5.918065 -4.183351 -0.144 -0.798 1.462 -0.090
H -4.960853 6.638978 0.820086 0.032 -0.011 -0.052 0.298
H -1.180230 2.053999 -2.861666 0.098 -0.245 -0.168 0.229
H 1.406796 5.355872 3.961663 0.049 0.019 0.039 0.269
H 5.398017 -5.835104 2.951704 0.095 0.053 0.041 0.334
H 3.306309 3.494281 1.291882 0.151 -0.045 0.418 0.499
Br -1.657027 7.002718 -4.797295 1.283 0.302 -0.667 -0.711
H -6.108135 8.856700 1.157027 0.055 -0.020 0.026 0.301
H 1.930698 -6.476201 4.899341 0.009 -0.037 0.101 0.243
F 0.592703 4.219346 -2.588548 0.668 0.373 -0.754 -0.304
H 2.655693 -4.922410 -0.081575 0.012 0.024 -0.016 0.338
C 1.636671 -5.005511 -0.459084 0.212 -0.635 0.202 -0.560
H 1.900155 -8.703671 2.369261 -0.113 0.065 0.191 0.417
H 0.162107 5.304226 1.802914 0.037 0.051 0.023 0.205
H -1.521120 -4.096728 -0.733406 0.204 0.135 0.030 0.365
H 0.892864 -7.901088 4.952918 0.032 -0.015 0.025 0.327
N -3.010395 4.364507 -1.399453 -0.838 -0.710 0.614 0.183
H -1.165192 5.120768 -2.820884 -0.069 0.395 -0.227 0.067
H -1.910589 -6.777528 2.949817 -0.013 -0.012 0.022 0.331
C -3.389804 5.426745 -1.996051 0.395 0.652 0.077 -0.667
Si 0.578338 -6.685538 2.834128 0.177 -0.711 1.345 0.218
O 2.646814 2.138949 -2.053903 -0.399 0.112 -1.630 -0.804
H 2.395548 2.544506 2.518278 0.257 0.091 0.065 0.439
C 0.937363 -6.852301 4.656171 -0.082 0.187 -0.244 -0.910
```
Forces are in eV/Å.